Here is C21H28F3N3O3 in the gas phase from OMol25. Energies are from ωB97M-V/def2-TZVPD.

Summary:
SMILES string: COCCN1CCN(C(=O)[C@H]2CCC(=O)N(Cc3cccc(C(F)(F)F)c3)C2)CC1
Gap between HOMO and LUMO, eV: 9.7
E_LUMO, Ha: 0.0197
Total charge: 0
Relative energy (zero: lowest compared OMol25 entry of this formula, charge and spin), kJ/mol: 53.5
DFT total energy, eV: -40997.9464
M, g mol⁻¹: 427.5

```
58
C21H28F3N3O3 ωB97M-V/def2-TZVPD
C 6.9853 4.8005 -0.7041
O 5.7787 5.2753 -0.1611
C 4.6153 4.6642 -0.6648
C 4.3532 3.2742 -0.0653
N 3.3004 2.5746 -0.7795
C 3.3032 1.1508 -0.4996
C 2.2887 0.4457 -1.4056
N 0.9723 0.9916 -1.1828
C -0.1193 0.3874 -0.6645
O -1.1342 1.0113 -0.4138
C -0.0388 -1.1180 -0.4071
C 0.5683 -1.3931 0.9693
C 0.6763 -2.8972 1.1609
C -0.6079 -3.6542 0.8727
O -0.7832 -4.7743 1.3187
N -1.5099 -3.0578 0.0619
C -2.7604 -3.7456 -0.2100
C -3.8994 -3.1506 0.5739
C -3.8568 -3.1646 1.9649
C -4.8792 -2.6051 2.7079
C -5.9673 -2.0261 2.0754
C -6.0131 -2.0152 0.6900
C -7.1740 -1.4077 -0.0436
F -8.1256 -0.9237 0.7651
F -6.7983 -0.3893 -0.8402
F -7.7823 -2.2983 -0.8524
C -4.9837 -2.5679 -0.0622
C -1.4525 -1.6919 -0.4131
C 0.9515 2.4240 -1.4073
C 1.9768 3.1141 -0.5113
H 6.9722 4.8512 -1.7996
H 7.2026 3.7702 -0.4011
H 7.7672 5.4533 -0.3209
H 4.6659 4.5719 -1.7592
H 3.8072 5.3515 -0.4047
H 4.1335 3.3769 1.0106
H 5.2654 2.6809 -0.1659
H 4.2994 0.7522 -0.7043
H 3.0546 0.9433 0.5581
H 2.3178 -0.6254 -1.2208
H 2.5672 0.6347 -2.4489
H 0.5510 -1.6120 -1.1835
H 1.5543 -0.9345 1.0661
H -0.0808 -0.9588 1.7325
H 0.9771 -3.1465 2.1799
H 1.4386 -3.3097 0.4925
H -2.9675 -3.6987 -1.2832
H -2.6105 -4.7881 0.0872
H -3.0148 -3.6272 2.4579
H -4.8358 -2.6219 3.7859
H -6.7711 -1.5907 2.6481
H -5.0403 -2.5437 -1.1406
H -1.8538 -1.6685 -1.4323
H -2.0944 -1.0492 0.2038
H -0.0542 2.7846 -1.1899
H 1.1972 2.6181 -2.4559
H 1.9757 4.1811 -0.7305
H 1.6919 2.9717 0.5464
```

natural (NBO) atomic charge list, values in e, 4 entries: -0.25 -0.53 -0.06 -0.24